Molecular formula: C4H9NO2
Method: DFT, ωB97M-V with the def2-TZVPD basis set

- LUMO level: 0.0261 Ha
- SMILES: CC(N)=O.CC=O
- Max |F|: 0.9 eV Å⁻¹
- Orbital gap: 0.3785 Eh
- Energy relative to the best compared isomer or geometry (same formula, charge and spin): 86.65 kJ/mol

CARTESIAN COORDINATES (ANGSTROEM)
C  1.123  -1.046  -0.498
C  1.556  -0.756  0.925
N  1.369  0.540  1.289
O  2.028  -1.606  1.660
H  1.971  -1.448  -1.047
H  0.381  -1.852  -0.461
H  0.801  -0.132  -1.018
H  1.696  0.836  2.194
H  0.871  1.185  0.688
C  -1.903  0.112  -0.171
C  -1.303  1.184  -1.014
O  -0.439  1.963  -0.656
H  -2.126  -0.815  -0.711
H  -1.357  -0.087  0.755
H  -2.858  0.601  0.053
H  -1.809  1.322  -1.989

Charges in e, computed with Löwdin, in the same order as the atoms:
1 C -0.02
2 C -0.60
3 N 0.16
4 O 0.03
5 H 0.09
6 H 0.09
7 H 0.06
8 H 0.11
9 H 0.06
10 C -0.06
11 C -0.31
12 O 0.01
13 H 0.09
14 H 0.08
15 H 0.09
16 H 0.12